This record from the Open Molecules 2025 dataset describes an isolated molecule of CH6N2S2 at a distorted geometry. The level of theory is wB97M-V/def2-TZVPD.

Properties
energy relative to the best compared isomer or geometry (same formula, charge and spin): 150.8 kJ/mol
multiplicity: 3
LUMO (alpha / beta): 0.665 / -2.913 eV
frontier orbital gap (alpha / beta): 0.210 / 0.212 Eh

Geometry (Å):
S1 -1.5595 0.9844 -0.3353
S2 -2.3256 -0.8848 0.0927
N1 -0.0640 0.8768 0.6980
N2 1.0741 0.6107 -0.0451
C1 1.2664 -0.7971 -0.4010
H1 1.2878 1.2388 -0.8791
H2 -0.0708 1.7894 1.1161
H3 0.7113 -1.5009 0.3713
H4 -3.4039 -0.4108 0.9936
H5 2.2271 -0.9466 -0.2293
H6 0.8571 -0.9600 -1.3820

These are the Löwdin partial charges, in e, on atoms 1 to 6: 0.365 0.158 -0.404 -0.250 -0.119 0.127


This record from the Open Molecules 2025 dataset describes the ion C5H11NO with charge +1 at a distorted geometry. The level of theory is wB97M-V/def2-TZVPD.

Properties
energy relative to the best compared isomer or geometry (same formula, charge and spin): 254.4 kJ/mol
multiplicity: 2
charge: +1
LUMO (alpha / beta): -3.861 / -8.901 eV
frontier orbital gap (alpha / beta): 0.427 / 0.241 Eh

Geometry (Å):
O1 0.0802 -0.9274 1.8971
N1 1.0746 -1.3434 -0.2171
C1 0.4172 -0.4379 0.8205
C2 0.0412 1.0272 0.3837
C3 -1.0805 0.6493 -0.6310
C4 -2.3119 1.5162 -0.4884
C5 1.8871 -0.7124 -1.2293
H1 2.7638 -0.3353 -0.7006
H2 0.7496 1.7834 0.0023
H3 -2.6846 1.6233 0.4992
H4 -0.4472 1.4102 1.3544
H5 -3.1694 1.1024 -1.1686
H6 -2.1512 2.5073 -1.0095
H7 1.3936 -0.0499 -1.9513
H8 1.5341 -2.2135 0.1317
H9 -1.4997 -0.3363 -0.3466
H10 2.3229 -1.4659 -2.0107
H11 -0.6944 0.5432 -1.5896

These are the Löwdin partial charges, in e, on atoms 1 to 6: 0.193 0.192 -0.302 -0.058 -0.263 -0.092


This record from the Open Molecules 2025 dataset describes an isolated molecule of C20H21N3O2S. The level of theory is wB97M-V/def2-TZVPD.

Properties
energy relative to the best compared isomer or geometry (same formula, charge and spin): 258.3 kJ/mol
SMILES: CN(C)[C@@H](CNC(=O)c1cccnc1Sc1ccccc1)c1ccco1
LUMO: 0.362 eV
frontier orbital gap: 0.311 Eh

Geometry (Å):
S1 -2.4050 -0.7193 1.9317
O1 2.8065 -0.8349 -0.0823
O2 -1.3615 1.4427 -1.8115
N1 -0.9241 1.4973 0.4051
N2 -4.7775 -0.3035 0.9595
N3 2.6414 1.8475 1.2207
C1 1.4728 -0.0177 -1.6634
C2 3.4776 1.1300 2.1605
C3 0.5075 -3.2962 -0.4186
C4 -1.7051 1.2417 -0.6614
C5 0.7665 -2.9308 0.8922
C6 -1.2703 -1.6680 0.9393
C7 -5.7120 0.1420 0.1419
C8 -3.5140 -0.0116 0.7234
C9 -0.6384 -2.8396 -1.0455
C10 -3.0992 0.7865 -0.3479
C11 1.8616 0.0961 -0.3611
C12 0.4009 2.0500 0.2931
C13 -1.5372 -2.0340 -0.3698
C14 2.2251 -1.0864 -2.2106
C15 -5.4195 0.8826 -0.9933
C16 3.4322 2.4496 0.1656
C17 -0.1157 -2.1130 1.5711
C18 1.5050 1.0674 0.7297
C19 3.0190 -1.5396 -1.2072
C20 -4.0947 1.2037 -1.2304
H1 1.1950 -3.9362 -0.9499
H2 4.0178 0.2882 1.7074
H3 2.7792 2.9786 -0.5238
H4 0.4769 2.9309 0.9381
H5 2.1773 -1.4562 -3.2141
H6 -2.4403 -1.7076 -0.8628
H7 4.2059 1.8278 2.5730
H8 -0.8460 -3.1187 -2.0673
H9 4.0244 1.7176 -0.4019
H10 -3.7975 1.7881 -2.0890
H11 4.1162 3.1680 0.6168
H12 0.5327 2.3518 -0.7462
H13 0.7291 0.5569 -2.1747
H14 -1.2560 1.2656 1.3312
H15 3.7513 -2.3213 -1.1616
H16 -6.7260 -0.1241 0.4074
H17 1.6593 -3.2800 1.3887
H18 -6.2002 1.2033 -1.6642
H19 1.1274 0.5003 1.5911
H20 0.0714 -1.8288 2.5959
H21 2.8606 0.7533 2.9751

These are the Löwdin partial charges, in e, on atoms 1 to 6: 1.031 0.016 0.056 0.081 0.052 -0.231


This record from the Open Molecules 2025 dataset describes a structure of composition C16H10Cl6Ir at a distorted geometry. The level of theory is wB97M-V/def2-TZVPD.

Properties
energy relative to the best compared isomer or geometry (same formula, charge and spin): 0.0 kJ/mol
multiplicity: 6
LUMO (alpha / beta): 0.315 / -2.439 eV
frontier orbital gap (alpha / beta): 0.261 / 0.229 Eh

Geometry (Å):
Ir1 0.2120 -0.8381 -0.5277
Cl1 -0.0433 4.5968 1.7662
Cl2 0.2283 2.7184 -0.5764
Cl3 -1.0922 -1.3695 2.8537
Cl4 -1.2979 0.6150 5.0467
Cl5 -0.7897 3.5854 4.5633
Cl6 0.4390 -2.7918 0.8497
C1 2.5270 -0.7803 -0.2304
C2 -0.0393 1.9813 0.9688
C3 -0.6029 0.2067 2.4380
C4 1.6794 0.1872 -2.1809
C5 -0.1555 0.6438 1.2084
C6 -1.9760 -1.8334 -0.5991
C7 -0.5743 2.4937 3.3080
C8 -1.1213 -0.7208 -2.4680
C9 1.7893 -1.2362 -2.4036
C10 -1.3451 -2.0241 -1.8855
C11 2.3129 -1.8365 -1.2055
C12 -0.2120 2.9370 2.0152
C13 -0.7809 1.1153 3.5238
C14 -2.0983 -0.4280 -0.3708
C15 -1.5500 0.2697 -1.5085
C16 2.1567 0.4611 -0.8457
H1 -1.1106 -2.9907 -2.3480
H2 1.4860 -1.7814 -3.3100
H3 -1.5312 1.3527 -1.6557
H4 2.5100 -2.9034 -1.0453
H5 2.9423 -0.9047 0.7759
H6 -2.2861 -2.6295 0.0859
H7 -2.5502 0.0336 0.5111
H8 2.2547 1.4508 -0.3923
H9 1.3117 0.9349 -2.9003
H10 -0.6927 -0.5146 -3.4610

These are the Löwdin partial charges, in e, on atoms 1 to 6: 1.226 0.703 0.728 0.651 0.707 0.716